{"formula": "C27H27N6O7S3Ta", "method": "the ωB97M-V functional and the def2-TZVPD basis", "symbols": ["Ta", "C", "C", "N", "C", "C", "C", "S", "N", "C", "O", "C", "C", "C", "C", "C", "C", "H", "H", "H", "H", "H", "H", "H", "H", "H", "H", "H", "H", "H", "H", "H", "O", "C", "O", "C", "C", "N", "N", "C", "C", "O", "O", "H", "H", "H", "O", "C", "C", "C", "C", "C", "C", "C", "O", "N", "N", "C", "S", "C", "C", "S", "H", "H", "H", "H", "H", "H", "H", "H", "H"], "coordinates": [[0.136683, -0.183782, -0.610579], [1.357517, -5.427064, -2.849830], [1.123259, -4.246768, -3.775238], [-0.208933, -3.642183, -3.585704], [-1.358510, -4.441406, -4.079029], [-2.168877, -5.065725, -2.954482], [-0.419662, -2.461120, -3.067632], [0.972973, -1.551977, -2.435394], [-1.667047, -1.951433, -3.132408], [-2.166799, -1.135180, -2.277504], [-1.577401, -0.948254, -1.078729], [-3.357896, -0.339439, -2.527942], [-3.977478, -0.418261, -3.779793], [-5.073858, 0.376225, -4.053737], [-5.553998, 1.250254, -3.084106], [-4.944104, 1.328953, -1.837583], [-3.849421, 0.535795, -1.554440], [2.368385, -5.801755, -3.003092], [0.668155, -6.246914, -3.047661], [1.262002, -5.130627, -1.803901], [1.166415, -4.552679, -4.820943], [1.881980, -3.483791, -3.631975], [-0.934771, -5.203937, -4.728603], [-1.979239, -3.783151, -4.684850], [-1.570243, -5.759060, -2.364701], [-3.007121, -5.619254, -3.375544], [-2.578763, -4.299415, -2.297940], [-3.588078, -1.097512, -4.525102], [-5.556686, 0.319667, -5.019183], [-6.411984, 1.873051, -3.299550], [-5.328667, 2.006462, -1.087542], [-3.383766, 0.592140, -0.579748], [4.345540, -2.450341, 2.961504], [3.259439, -3.204943, 2.987601], [3.150484, -4.187199, 3.659435], [2.057048, -2.725275, 2.222546], [0.811018, -3.334496, 2.323565], [-0.039358, -2.669266, 1.539210], [0.574802, -1.644623, 0.923915], [1.857118, -1.683152, 1.331023], [2.717130, -0.593460, 0.759623], [3.795712, -0.307481, 1.183160], [2.061365, 0.039330, -0.221080], [4.265105, -1.641942, 2.418633], [0.514184, -4.197016, 2.899931], [-1.028113, -2.833145, 1.409205], [-1.776581, 5.026647, 0.291152], [-1.552088, 4.886923, -1.021557], [-1.924896, 5.946617, -1.846917], [-1.712029, 5.871689, -3.204930], [-1.130430, 4.739913, -3.788400], [-0.765506, 3.687633, -2.991035], [-0.970161, 3.738472, -1.597789], [-0.602630, 2.611248, -0.785787], [-0.187291, 1.474613, -1.417581], [-0.700174, 2.544571, 0.494562], [-0.403795, 1.258703, 1.011404], [-0.244130, 1.345606, 2.323718], [-0.277851, 2.879313, 3.091980], [0.242904, 2.272346, 4.719799], [-0.315925, 0.879370, 4.900450], [0.002194, -0.024427, 3.357634], [-1.487719, 4.232259, 0.770001], [-2.370822, 6.818718, -1.389469], [-1.997075, 6.707414, -3.830360], [-0.964693, 4.700932, -4.855330], [-0.310823, 2.807649, -3.425221], [-0.152571, 2.961091, 5.465069], [1.331309, 2.284649, 4.762864], [-1.389800, 0.885592, 5.078966], [0.185103, 0.339200, 5.702327]], "forces_ev_per_a": [[0.04, -0.03, -0.53], [0.03, -0.01, 0.02], [0.02, -0.01, 0.00], [-0.04, 0.03, -0.08], [0.00, 0.03, -0.02], [0.02, 0.01, 0.01], [-0.08, -0.06, 0.12], [0.02, 0.02, -0.24], [0.12, 0.04, -0.03], [-0.12, 0.10, 0.11], [0.38, -0.15, 0.33], [-0.03, -0.08, -0.08], [0.00, 0.00, 0.00], [0.00, 0.01, 0.04], [0.01, -0.01, -0.02], [-0.03, 0.02, 0.02], [0.01, -0.01, 0.01], [0.00, -0.02, -0.01], [-0.01, 0.01, 0.00], [0.00, 0.01, -0.01], [0.00, -0.02, 0.01], [-0.02, -0.01, 0.00], [-0.02, -0.01, 0.00], [0.00, 0.01, 0.00], [0.00, 0.02, 0.00], [0.02, -0.01, -0.03], [-0.02, 0.01, 0.02], [0.00, 0.00, -0.01], [0.00, 0.00, 0.00], [0.00, 0.00, -0.01], [0.00, 0.00, -0.01], [0.02, 0.00, 0.00], [0.07, -0.06, -0.09], [-0.18, 0.33, 0.45], [0.07, -0.16, -0.16], [0.08, -0.02, -0.16], [-0.06, -0.03, -0.04], [0.06, 0.00, 0.04], [-0.10, -0.36, 0.33], [0.00, 0.14, -0.11], [-0.21, -0.06, 0.07], [0.04, -0.10, -0.12], [0.02, -0.09, 0.28], [0.00, -0.07, -0.05], [0.02, 0.00, 0.02], [0.04, 0.01, 0.00], [-0.02, -0.02, 0.04], [0.04, -0.01, -0.01], [0.01, 0.00, -0.04], [-0.01, 0.02, 0.01], [0.01, 0.01, -0.02], [-0.02, -0.01, 0.01], [0.08, 0.04, 0.04], [-0.17, -0.19, -0.09], [0.00, 0.45, -0.15], [-0.03, -0.10, 0.04], [0.00, 0.34, 0.20], [-0.01, -0.08, -0.13], [-0.05, 0.07, 0.04], [-0.02, -0.01, 0.02], [0.01, 0.02, 0.02], [-0.02, 0.04, -0.04], [0.00, 0.02, -0.03], [0.00, 0.00, 0.00], [-0.01, 0.00, 0.00], [0.00, 0.00, 0.00], [0.00, 0.00, 0.01], [0.00, -0.01, 0.00], [0.00, 0.01, -0.01], [0.00, 0.00, 0.00], [0.00, -0.01, -0.01]], "spin_multiplicity": 1, "charge": 2, "e_tot_ha": -3151.57097, "lumo_ha": -0.266, "orbital_gap_ev": 6.0}

---

{"formula": "C30H25BrIrN6O4", "method": "the ωB97M-V functional and the def2-TZVPD basis", "symbols": ["Ir", "C", "C", "C", "C", "C", "C", "N", "N", "C", "C", "C", "C", "C", "N", "H", "H", "H", "H", "H", "H", "H", "H", "H", "C", "C", "O", "C", "C", "C", "C", "C", "C", "O", "H", "H", "H", "H", "H", "H", "H", "N", "C", "C", "N", "C", "C", "N", "H", "H", "H", "H", "H", "Br", "C", "C", "C", "C", "C", "C", "C", "O", "O", "H", "H", "H", "H"], "coordinates": [[0.830655, -0.250891, -0.136388], [-1.719192, -0.100353, 5.176454], [-0.369529, -0.035412, 5.500506], [0.595754, -0.008262, 4.508655], [0.206024, -0.045784, 3.166995], [-1.148593, -0.108716, 2.839788], [-2.102888, -0.136856, 3.844046], [1.157035, -0.026695, 2.129097], [2.413319, 0.085314, 2.503992], [3.284927, 0.066538, 1.490821], [4.669172, 0.170130, 1.776309], [5.579361, 0.114077, 0.766596], [5.132239, -0.050223, -0.562132], [3.793622, -0.143031, -0.796919], [2.865764, -0.084206, 0.196136], [-2.465100, -0.123587, 5.959564], [-0.065876, -0.006605, 6.538744], [1.645897, 0.041887, 4.751462], [-1.447261, -0.143976, 1.804192], [-3.151919, -0.188943, 3.581068], [4.953474, 0.287947, 2.811305], [6.636660, 0.187204, 0.982764], [5.821971, -0.105243, -1.390746], [3.410148, -0.278993, -1.794631], [0.393348, 0.661279, -4.491721], [0.850355, 0.925810, -3.092717], [1.358692, 0.019900, -2.442614], [0.742290, 2.309963, -2.541036], [0.663801, 3.362750, -3.414005], [0.609679, 4.699319, -2.974743], [0.622991, 5.004065, -1.611549], [0.675021, 3.986901, -0.700159], [0.728058, 2.613073, -1.123794], [0.720087, 1.770227, -0.180723], [0.376759, -0.412545, -4.651012], [1.087028, 1.108255, -5.207596], [-0.597591, 1.082742, -4.657119], [0.650254, 3.167241, -4.476428], [0.553019, 5.495114, -3.704593], [0.586750, 6.032620, -1.280955], [0.666823, 4.167132, 0.365851], [-0.722980, -5.187063, -1.399695], [0.147334, -4.436171, -0.673887], [0.149068, -3.039516, -0.782911], [0.965328, -2.304167, -0.040573], [1.818478, -2.930370, 0.778544], [1.828736, -4.307986, 0.826599], [1.005482, -5.070289, 0.119998], [-1.518113, -4.763766, -1.842237], [-0.748011, -6.175088, -1.218467], [-0.511901, -2.528269, -1.462183], [2.462893, -2.332742, 1.401688], [2.533604, -4.810647, 1.476923], [-3.218976, -2.612587, 0.211083], [-4.018940, -0.916111, -0.107276], [-5.355632, -0.819425, 0.248266], [-6.055986, 0.352676, 0.011964], [-5.428450, 1.425528, -0.602031], [-4.099721, 1.317414, -0.965806], [-3.364026, 0.157905, -0.712276], [-1.920122, 0.219217, -1.102487], [-1.541976, 0.931113, -2.016548], [-1.112511, -0.505714, -0.363140], [-5.846311, -1.668537, 0.702282], [-7.096389, 0.417509, 0.300501], [-5.971714, 2.339380, -0.798461], [-3.592199, 2.138561, -1.452631]], "forces_ev_per_a": [[2.22, -0.17, 1.71], [-0.05, 0.00, 0.09], [0.10, 0.00, -0.03], [-0.12, -0.01, 0.23], [0.55, 0.06, -0.30], [-0.12, -0.03, 0.05], [0.06, -0.01, -0.11], [-0.95, -0.23, -0.17], [-0.04, -0.01, 0.03], [0.03, -0.02, -0.19], [0.03, 0.01, 0.02], [0.02, -0.02, -0.06], [0.20, 0.02, 0.04], [-0.21, -0.01, 0.35], [0.10, -0.11, -0.32], [0.00, 0.01, 0.01], [0.00, 0.00, 0.01], [0.00, 0.01, 0.02], [0.02, -0.01, -0.12], [0.00, 0.01, -0.01], [0.02, 0.02, 0.02], [0.01, 0.01, -0.01], [0.04, 0.01, 0.01], [-0.09, 0.02, -0.02], [-0.14, 0.11, -0.08], [0.03, -0.04, 0.24], [-0.11, 0.10, -0.54], [0.12, -0.07, 0.06], [0.02, 0.38, -0.01], [-0.01, -0.16, -0.02], [0.00, 0.03, -0.13], [-0.03, -0.17, -0.18], [-0.04, 0.31, -0.10], [0.16, -0.43, 0.05], [0.00, -0.01, 0.00], [-0.01, -0.01, 0.00], [-0.01, -0.01, -0.02], [0.00, 0.06, -0.02], [0.01, -0.01, -0.02], [-0.01, 0.01, -0.02], [0.01, -0.05, 0.01], [1.07, 0.96, 1.26], [-1.31, -0.65, -0.99], [-0.42, 0.52, -0.30], [-0.27, 1.80, -1.02], [-0.03, 0.73, 0.26], [-0.43, -2.00, -0.21], [1.25, -0.58, 1.03], [-0.18, 0.22, -0.28], [0.09, -0.35, 0.00], [-0.05, 0.16, -0.06], [0.09, 0.16, 0.02], [-0.02, -0.07, -0.02], [0.09, -0.09, 0.01], [-0.06, 0.27, -0.12], [0.00, -0.07, 0.02], [0.00, 0.02, 0.00], [-0.02, -0.04, 0.03], [0.01, -0.07, 0.05], [-0.11, -0.03, -0.03], [0.98, -0.79, 0.53], [-0.18, 0.28, -0.29], [-2.28, 0.07, -0.37], [-0.02, 0.00, 0.01], [0.00, -0.01, 0.01], [-0.01, 0.00, 0.00], [0.03, -0.02, -0.01]], "spin_multiplicity": 5, "charge": 1, "e_tot_ha": -4465.71991, "lumo_ha": [-0.149, -0.269], "orbital_gap_ev": [4.4, 2.8]}

---

Here are the calculated relative energy (zero: lowest compared OMol25 entry of this formula, charge and spin) numbers, same order: 6.98, 40.98 (kcal per mole).